1.
The following is a quantum chemistry calculation of 11 unconnected molecules or ions with the total composition C20H53N19O8 at a distorted geometry, from OMol25.

The geometry in XYZ format:
```
100
Properties=species:S:1:pos:R:3
N 7.81653 24.88973 -0.07451
C 6.52032 25.17232 0.10166
N 5.73329 24.08986 -0.10249
O 6.02825 26.26016 0.34383
H 8.47477 25.66308 -0.09653
H 8.10015 23.95191 -0.28468
H 4.75213 24.27514 -0.22932
H 6.05620 23.20803 -0.45713
N 15.98289 24.84815 -6.15027
C 14.65687 24.73126 -6.35795
N 14.34400 24.53797 -7.66630
O 13.88539 24.78592 -5.42040
H 16.41633 25.25370 -5.34325
H 16.57722 24.63743 -6.93346
H 13.39838 24.23662 -7.86439
H 15.08689 24.33724 -8.30978
N 12.32642 22.05359 -6.28910
C 11.58414 21.02671 -6.72159
N 10.47528 21.44235 -7.37657
O 11.85756 19.84395 -6.55358
H 13.09106 21.83431 -5.66592
H 12.02787 23.01627 -6.33822
H 10.42497 22.43271 -7.55904
H 9.93632 20.76966 -7.89138
N 11.06794 26.45517 -6.41769
C 10.75909 25.60467 -7.37504
N 9.67446 25.85304 -8.10935
O 11.40931 24.54008 -7.52365
H 10.46541 27.25764 -6.31946
H 11.82864 26.28574 -5.78617
H 9.09086 26.66604 -8.00111
H 9.50979 25.15536 -8.81443
N 11.39848 24.40614 -4.24649
C 11.03739 25.29498 -3.35585
N 9.99094 24.87163 -2.64918
O 11.50258 26.44920 -3.26511
H 11.16186 23.42579 -4.19348
H 12.16326 24.72310 -4.83640
H 9.48144 25.55478 -2.11213
H 9.65638 23.99200 -3.00617
N 9.11258 28.40701 -4.53514
C 8.55152 28.71905 -5.73914
N 7.22173 28.58560 -5.69999
O 9.24964 28.94158 -6.71719
H 10.11814 28.37533 -4.52603
H 8.55258 28.23506 -3.71954
H 6.78589 28.74290 -6.59519
H 6.68530 28.52315 -4.85442
N 14.11180 27.99772 -3.63475
C 13.54418 29.21894 -3.60500
N 12.19496 29.14715 -3.57108
O 14.15309 30.28131 -3.66629
H 13.52707 27.18226 -3.50974
H 15.11576 27.97656 -3.66189
H 11.63157 29.97777 -3.53586
H 11.80085 28.22903 -3.39709
N 12.25780 20.69772 -2.56994
C 10.98317 20.92479 -2.31024
N 10.49545 20.18753 -1.31277
O 10.33043 21.74242 -2.96276
H 12.73792 21.01910 -3.39831
H 12.74680 20.09424 -1.93195
H 10.92929 19.45121 -0.78684
H 9.56361 20.39411 -0.99147
C 14.50219 27.83582 0.39215
C 13.03289 27.46721 0.70865
C 12.08930 28.22713 -0.25000
C 10.73373 27.63636 -0.22107
N 9.70624 27.11406 -0.21123
H 15.17413 27.40125 1.13424
H 14.74413 28.89875 0.36043
H 14.82503 27.44362 -0.57358
H 12.87633 27.70463 1.76110
H 12.85196 26.39767 0.59609
H 12.47484 28.03820 -1.25091
H 12.12268 29.27839 0.02775
C 14.04541 23.14263 -0.76930
C 15.21518 23.99312 -1.26443
C 15.35876 24.09913 -2.78015
C 14.97431 22.89106 -3.53068
N 14.58346 21.98041 -4.12945
H 14.26503 22.10583 -1.02698
H 13.07309 23.47764 -1.12447
H 14.15983 23.14990 0.31617
H 16.11526 23.66410 -0.73950
H 15.19039 25.02874 -0.92006
H 16.34911 24.42951 -3.09357
H 14.65183 24.84606 -3.14723
C 8.29873 23.18001 -5.10301
C 7.27675 22.77130 -4.01621
C 5.96258 23.52269 -4.03546
C 6.20987 24.97768 -3.85676
N 6.41950 26.09113 -3.67900
H 9.22382 22.60336 -5.10190
H 8.59937 24.22023 -5.22379
H 7.83327 22.79430 -6.01541
H 7.78645 22.79648 -3.04937
H 7.06100 21.70416 -4.09797
H 5.29796 23.25919 -3.21240
H 5.44958 23.37677 -4.98626
```

Values from the calculation:
Lowest unoccupied orbital energy   0.2 eV
Charge   0
DFT total energy   -66300.62952 eV
Kohn-Sham gap   9.446 eV
Strongest force on any atom   2.8 eV/Å
Structure (SMILES)   NC(N)=O.NC(N)=O.NC(N)=O.NC(N)=O.NC(N)=O.NC(N)=O.NC(N)=O.NC(N)=O.CCCC#N.CCCC#N.CCCC#N

---

2.
The following is a quantum chemistry calculation of a molecular structure, C20H53N7O8 at a distorted geometry, from OMol25.

The geometry in XYZ format:
```
88
Properties=species:S:1:pos:R:3
C 1.89563 -3.60431 -4.20095
O 0.58066 -3.40429 -4.41924
C -0.26702 -3.25381 -3.24393
C -0.06584 -1.84915 -2.55370
N -0.63485 -1.69228 -1.25524
C -2.10498 -1.68660 -1.49395
C -2.97421 -1.43368 -0.19884
O -2.81148 -0.18834 0.38873
C -3.65149 -0.14369 1.56999
H 1.98984 -4.56313 -3.69116
H 2.13182 -2.68516 -3.66478
H 2.49251 -3.65564 -5.11156
H -0.11612 -4.15410 -2.64828
H -1.27922 -3.44076 -3.60255
H -0.43721 -1.11528 -3.26897
H 0.93939 -1.42823 -2.57465
H -0.40335 -0.80257 -0.83700
H -2.53569 -2.49704 -2.08199
H -2.24303 -0.74289 -2.02164
H -3.00017 -2.23473 0.53991
H -4.00772 -1.41433 -0.54466
H -3.57556 0.93673 1.69261
H -3.32522 -0.77540 2.39617
H -4.71276 -0.05613 1.33727
C -0.07210 6.38534 -4.07913
O 0.72090 6.46681 -5.24595
C 1.53861 5.18787 -5.35377
C 2.53714 5.04016 -4.17948
N 2.15703 4.07157 -3.11577
C 2.38970 2.69811 -3.54001
C 1.27507 1.69695 -3.06124
O 0.03715 2.13027 -3.66467
C -1.10895 1.31769 -3.53903
H 0.48839 6.65772 -3.18484
H -0.56245 5.49419 -3.68733
H -0.97787 6.97821 -4.20633
H 2.09157 5.05474 -6.28361
H 0.88750 4.31941 -5.25406
H 2.52853 6.05820 -3.79011
H 3.48921 4.74012 -4.61724
H 1.14788 4.11168 -3.12689
H 3.33960 2.35916 -3.12660
H 2.58846 2.41233 -4.57293
H 1.19675 1.81445 -1.98043
H 1.65842 0.78222 -3.51336
H -0.96931 0.24969 -3.37177
H -1.76553 1.44857 -4.39919
H -1.75269 1.62534 -2.71498
C 2.95572 -3.42127 8.36255
O 2.18151 -3.80561 7.20502
C 3.00155 -3.97919 6.03040
C 2.04823 -4.26612 4.81406
N 1.43312 -3.05191 4.37315
C 0.31037 -2.61393 5.14016
C -0.92916 -2.42851 4.19141
O -0.72512 -1.05896 3.75940
C -1.29340 -0.80915 2.53371
H 3.61096 -4.18747 8.77692
H 2.37151 -3.10346 9.22615
H 3.57950 -2.55622 8.13744
H 3.79900 -4.72191 6.00688
H 3.56161 -3.05408 5.89398
H 1.40149 -5.11791 5.02450
H 2.71629 -4.65856 4.04739
H 1.98211 -2.31885 3.94732
H 0.40779 -1.69033 5.71075
H -0.13232 -3.27218 5.88769
H -1.90739 -2.35604 4.66673
H -1.05953 -3.21020 3.44304
H -1.05334 -1.22171 1.55378
H -1.03578 0.22705 2.31456
H -2.38207 -0.83955 2.57823
C -1.75232 3.06220 0.96886
O -1.45027 3.78033 0.08896
N -2.80659 3.22981 1.76475
N -1.22404 2.00108 1.31721
H -3.19660 4.15748 1.67868
H -3.19825 2.54302 2.39327
H -1.51774 1.60305 2.19778
H -0.49975 1.58040 0.75283
C 0.02408 0.35205 -0.26807
O 1.21700 0.51565 -0.45819
N -0.53311 -0.57157 0.43925
N -0.86505 1.10520 -0.82670
H -1.53957 -0.63812 0.49123
H 0.12457 -1.04185 1.04455
H -1.81343 0.84388 -0.59780
H -0.55893 1.77785 -1.51512
```

Values from the calculation:
Lowest unoccupied orbital energy   0.2 eV
Charge   0
DFT total energy   -48390.06077 eV
Kohn-Sham gap   8.652 eV
Energy relative to the best compared isomer or geometry (same formula, charge and spin)   426.7 kcal/mol
Strongest force on any atom   8.4 eV/Å

---

Look up the DFT total energy of the second one.
-48390.06077 eV